No. 1
A molecular structure, C23H18Br2CdIP in a non-equilibrium geometry. Source: the OMol25 dataset; level of theory: the ωB97M-V functional and the def2-TZVPD basis.

Values from the calculation:
Gap between HOMO and LUMO, Ha: 0.2400
Charge: +2

```
46
Properties=species:S:1:pos:R:3:mulliken_charge:R:1
Cd 1.458 -2.473 0.234 0.77
Br 1.155 -4.873 -1.399 -0.09
C 3.058 -4.551 -2.028 -0.52
Br 3.927 -2.877 -1.185 -0.10
H 2.956 -4.255 -3.101 0.39
H 3.657 -5.395 -1.720 0.42
I 1.042 -2.229 2.975 0.10
C 0.532 -0.167 3.310 -0.44
C 0.973 0.113 4.570 -0.62
C 0.304 1.112 5.337 -0.58
C -0.713 1.888 4.773 -1.04
C -0.973 1.748 3.368 0.99
C -1.934 2.616 2.832 -0.84
C -2.253 2.485 1.471 -0.94
C -1.664 1.485 0.654 -0.68
C -0.742 0.584 1.225 1.49
P 0.035 -0.426 -0.049 0.22
C 0.992 0.760 -1.140 0.87
C 0.428 1.520 -2.182 0.01
C 1.252 2.489 -2.789 -0.69
C 2.561 2.764 -2.393 -0.59
C 3.105 2.002 -1.395 -0.65
C 2.346 1.037 -0.760 -0.51
C -1.238 -0.957 -1.164 0.95
C -2.519 -1.252 -0.724 -0.31
C -3.473 -1.749 -1.622 -0.60
C -3.076 -2.041 -2.948 -0.43
C -1.736 -1.798 -3.358 -0.86
C -0.798 -1.315 -2.470 -0.76
C -0.357 0.664 2.588 0.87
H 1.782 -0.410 5.063 0.49
H 0.609 1.240 6.406 0.37
H -1.268 2.607 5.434 0.34
H -2.438 3.354 3.483 0.41
H -3.004 3.120 0.967 0.40
H -1.904 1.475 -0.437 0.23
H -0.561 1.321 -2.523 0.48
H 0.900 3.002 -3.708 0.34
H 3.145 3.527 -2.861 0.45
H 4.103 2.080 -1.012 0.44
H 2.805 0.393 0.040 0.17
H -2.824 -1.047 0.321 0.39
H -4.540 -1.876 -1.265 0.37
H -3.837 -2.465 -3.688 0.35
H -1.545 -1.962 -4.408 0.46
H 0.271 -1.266 -2.720 0.46
```

No. 2
A molecular structure, C36H37IrN3O3Sb in a non-equilibrium geometry. Source: the OMol25 dataset; level of theory: the ωB97M-V functional and the def2-TZVPD basis.

Values from the calculation:
Gap between HOMO and LUMO (alpha / beta), Ha: 0.2099 / 0.2053
ΔE to the lowest compared entry with this formula, charge and spin, kcal/mol: 86.3
Spin multiplicity: 2
Charge: +3

```
81
Properties=species:S:1:pos:R:3:mulliken_charge:R:1
Ir 0.696 0.213 1.095 3.88
C -0.187 2.149 -1.472 -0.90
C 0.158 3.045 -0.336 0.78
C 0.031 4.426 -0.455 -1.02
C 0.384 5.236 0.603 -0.70
C 0.909 4.658 1.751 -0.65
C 1.044 3.281 1.795 -0.28
N 0.647 2.516 0.788 0.12
Sb 2.241 2.512 3.519 0.87
C 3.454 1.268 2.121 0.19
C 4.794 1.113 2.420 -0.77
C 5.596 0.498 1.463 -0.47
C 5.054 0.184 0.233 -0.92
C 3.699 0.411 -0.010 0.45
C 3.131 0.250 -1.375 -0.55
N 2.922 0.879 0.976 0.11
C 0.990 0.797 4.174 0.21
C 0.801 0.655 5.538 -0.73
C 0.188 -0.501 6.006 -0.53
C -0.187 -1.477 5.101 -0.99
C 0.032 -1.271 3.739 1.16
C -0.335 -2.270 2.698 -1.41
N 0.596 -0.132 3.318 0.18
H 0.553 2.286 -2.263 0.44
H -0.194 1.105 -1.153 -0.27
H -1.161 2.408 -1.888 0.59
H -0.346 4.842 -1.375 0.60
H 0.275 6.306 0.528 0.48
H 1.224 5.272 2.580 0.51
H 5.200 1.470 3.356 0.45
H 6.640 0.311 1.668 0.48
H 5.661 -0.227 -0.559 0.52
H 3.421 1.124 -1.959 0.33
H 3.540 -0.624 -1.874 0.48
H 2.049 0.185 -1.353 -0.32
H 1.145 1.418 6.222 0.46
H 0.031 -0.644 7.066 0.47
H -0.636 -2.399 5.440 0.52
H -0.458 -3.262 3.127 0.56
H -1.278 -1.991 2.223 0.22
H 0.445 -2.320 1.927 0.17
C -2.545 2.014 2.095 -1.28
C -2.665 0.794 1.241 0.36
O -1.666 0.216 0.803 -0.43
C -4.009 0.290 0.961 0.62
C -5.149 1.092 1.121 -0.43
C -6.407 0.557 0.903 -0.84
C -6.557 -0.773 0.532 -0.46
C -5.435 -1.570 0.351 -0.96
C -4.170 -1.042 0.545 -0.08
H -1.510 2.155 2.403 -0.15
H -3.183 1.927 2.970 0.55
H -2.870 2.881 1.522 0.48
H -5.069 2.134 1.390 0.39
H -7.278 1.178 1.038 0.44
H -7.544 -1.180 0.368 0.44
H -5.548 -2.602 0.054 0.45
H -3.295 -1.658 0.395 0.45
C 1.253 -1.354 -6.628 -1.44
C 0.948 -1.742 -5.234 0.70
C 1.684 -2.715 -4.565 -0.94
C 1.360 -3.124 -3.273 0.93
C 2.073 -4.284 -2.685 -1.71
C 0.346 -2.399 -2.622 0.70
C -0.527 -1.535 -3.301 0.82
C -1.762 -0.993 -2.663 -0.97
C -0.162 -1.167 -4.582 -0.87
C 0.252 -2.376 -1.062 -0.21
O -0.118 -3.403 -0.555 -0.60
O 0.578 -1.262 -0.592 -1.54
H 2.001 -1.999 -7.080 0.40
H 1.622 -0.323 -6.632 0.35
H 0.348 -1.349 -7.238 0.40
H 2.494 -3.220 -5.070 0.48
H 3.150 -4.185 -2.820 0.44
H 1.785 -5.187 -3.230 0.39
H 1.823 -4.437 -1.639 0.36
H -2.558 -1.731 -2.756 0.48
H -2.090 -0.084 -3.159 0.42
H -1.606 -0.802 -1.603 -0.33
H -0.758 -0.434 -5.103 0.52
```

no.,E_tot (eV)
1,-186165.4805
2,-57893.6860